Entry 1:
78
Properties=species:S:1:pos:R:3:forces:R:3 method="wB97M-V/def2-TZVPD" e_homo_ev=-7.058 total_energy_ev=-84558.7209 multiplicity=1 gap_ev=2.464
Cd 0.14586 -0.26535 -0.11266 0.366 -0.286 -0.251
C 0.51089 -1.33779 4.52682 0.028 0.017 0.009
C 1.64153 -0.64478 4.93453 -0.031 0.012 0.002
C 2.42483 -0.00074 3.98894 0.004 0.009 -0.005
C 2.04908 -0.07685 2.65191 0.023 0.011 0.002
N 0.94629 -0.71633 2.27369 -0.084 0.202 -0.013
C 0.19645 -1.33960 3.17593 -0.039 -0.039 0.030
C 2.85762 0.51826 1.54682 -0.008 0.025 0.015
C 4.16898 0.92204 1.74456 -0.021 0.007 0.022
C 4.88729 1.44808 0.68346 0.016 0.006 -0.017
C 4.27963 1.54960 -0.55374 -0.001 0.008 0.009
C 2.97313 1.11118 -0.67875 0.052 0.000 0.041
N 2.27592 0.60726 0.34169 -0.054 0.142 -0.104
H -0.10899 -1.87224 5.23385 -0.004 0.008 -0.003
H 1.92013 -0.61161 5.98011 -0.002 -0.001 0.015
H 3.30233 0.55020 4.29381 0.010 0.001 0.017
H -0.66738 -1.86556 2.77918 -0.016 0.026 -0.016
H 4.63653 0.81015 2.71107 0.000 0.012 0.002
H 5.91156 1.76482 0.82405 0.009 0.008 0.000
H 4.79795 1.95170 -1.41163 -0.002 0.003 -0.019
H 2.46380 1.15364 -1.63043 0.012 0.011 -0.016
O 1.97480 4.33035 -7.46182 0.012 0.101 -0.058
S 1.47728 3.77505 -8.70483 -0.099 -0.141 0.045
O 0.17041 4.25520 -9.11925 0.079 0.115 -0.019
O 2.45923 3.62082 -9.75408 0.003 0.080 -0.008
C 1.04872 2.06607 -8.25539 0.159 -0.038 0.003
N 0.85739 1.17480 -9.23280 -0.066 -0.011 -0.021
C 0.48109 -0.03715 -8.86601 0.014 0.008 -0.069
C 0.29768 -0.40715 -7.53916 0.000 -0.035 0.046
C 0.54332 0.58430 -6.60849 -0.009 -0.007 0.055
N 0.91428 1.80787 -6.96177 -0.079 -0.012 0.030
C 0.42691 0.39764 -5.13846 0.007 -0.013 -0.023
C 0.31982 1.53193 -4.33485 0.028 -0.002 0.037
C 0.27828 1.37989 -2.96920 0.044 0.080 0.022
N 0.35600 0.18555 -2.36616 -0.092 -0.106 0.142
C 0.42806 -0.90673 -3.13495 0.024 0.021 -0.077
C 0.46298 -0.84412 -4.51427 0.013 0.021 0.000
H 0.31549 -0.75195 -9.66512 -0.008 -0.027 -0.011
H -0.02976 -1.40166 -7.27308 -0.002 -0.026 0.007
H 0.30510 2.50805 -4.79987 -0.007 0.014 -0.005
H 0.19730 2.24309 -2.31945 -0.035 -0.001 0.004
H 0.46250 -1.85972 -2.61978 -0.021 -0.005 0.003
H 0.55111 -1.75562 -5.08776 -0.005 -0.026 0.006
C -3.19707 -4.06198 2.00534 -0.037 0.036 -0.011
C -2.77956 -3.98106 0.53127 -0.016 0.059 0.038
C -4.02235 -3.80228 -0.35022 0.048 -0.010 -0.003
C -2.04698 -5.26685 0.12969 0.026 0.009 0.004
C -1.87108 -2.83366 0.34548 0.029 -0.157 -0.070
C -1.08315 -1.93310 0.14378 -0.279 -0.034 0.119
H -3.90173 -4.88214 2.15070 0.006 -0.035 0.005
H -3.68582 -3.13784 2.31864 -0.004 0.002 0.010
H -2.32950 -4.23767 2.64414 0.004 0.009 0.008
H -4.70249 -4.64342 -0.20726 -0.005 -0.025 0.001
H -3.74249 -3.75817 -1.40274 -0.005 0.014 -0.007
H -4.55188 -2.88620 -0.09628 -0.032 0.072 0.019
H -2.71787 -6.12214 0.22323 -0.017 -0.018 0.016
H -1.17940 -5.43383 0.76856 0.017 -0.003 -0.003
H -1.70515 -5.20679 -0.90314 0.000 -0.010 -0.018
F -3.48463 0.54634 4.73046 0.235 0.104 -0.052
C -2.34581 1.18815 4.50093 -0.094 -0.027 0.105
C -1.59389 1.56980 5.54580 -0.111 -0.022 0.067
F -2.01119 1.28432 6.77276 0.076 0.059 -0.229
C -0.33049 2.27697 5.39667 0.035 -0.005 0.045
C 0.04617 2.53998 4.01576 0.157 0.059 -0.153
C -0.70023 2.14566 2.97412 0.218 0.086 -0.259
F -0.26165 2.42261 1.73714 -0.115 -0.120 0.491
C -1.96169 1.43723 3.11977 -0.022 0.010 0.003
C -2.71726 1.03985 2.05948 -0.056 0.051 -0.032
C -2.29866 1.25240 0.70232 0.029 0.012 0.051
N -1.93806 1.37404 -0.38289 -0.043 0.086 0.073
C -3.97517 0.35959 2.17022 0.177 -0.071 0.064
N -4.97090 -0.20916 2.20904 -0.095 -0.009 -0.051
F 1.17996 3.19509 3.77852 -0.301 -0.200 0.058
C 0.44593 2.64050 6.45272 0.003 -0.081 -0.074
C 1.72524 3.27919 6.31005 -0.118 0.030 0.013
N 2.75707 3.78078 6.27340 0.067 -0.025 -0.006
C 0.11206 2.36727 7.82266 0.015 -0.056 -0.127
N -0.07168 2.14387 8.93318 -0.010 0.033 0.077

***

Entry 2:
79
Properties=species:S:1:pos:R:3:forces:R:3 method="wB97M-V/def2-TZVPD" e_homo_ev="-10.855 / -10.927" total_energy_ev=-158368.7573 multiplicity=1 total_charge=+1 gap_ev="5.782 / 6.479"
Os 0.85595 -1.35706 -0.20633 -0.569 0.442 -0.176
Te -0.76242 2.83576 -1.87448 0.054 0.157 -0.254
C -0.55373 4.18083 -0.25805 -0.075 -0.048 0.090
C -1.61787 4.31818 0.62742 0.007 -0.011 0.014
C -1.47437 5.18106 1.70592 0.170 0.098 -0.001
N -0.36621 5.88614 1.93849 -0.012 -0.099 -0.133
C 0.63630 5.76267 1.06951 -0.131 0.013 0.109
C 0.59192 4.93134 -0.04451 0.015 -0.010 0.002
C -0.28035 1.15774 -0.75086 0.090 -0.253 -0.244
P 1.06205 0.88162 0.30807 0.174 0.274 0.166
C 2.44030 2.00316 0.12192 0.023 0.028 0.064
C 3.04964 2.55442 1.24873 -0.010 0.029 0.005
C 4.10795 3.43788 1.09464 0.003 -0.007 -0.015
C 4.55652 3.76717 -0.17687 -0.009 -0.014 -0.008
C 3.95173 3.21379 -1.30154 0.022 0.046 0.007
C 2.89623 2.33202 -1.15545 -0.036 0.005 -0.074
C 0.65599 0.74886 2.05070 -0.015 -0.156 0.066
C -0.36557 1.51716 2.61225 -0.027 -0.026 0.012
C -0.67121 1.36632 3.95235 0.016 -0.031 0.048
C 0.02262 0.43863 4.72742 -0.011 0.026 -0.023
C 1.03515 -0.33078 4.17045 -0.011 0.016 -0.011
C 1.36233 -0.17496 2.83073 -0.014 0.000 0.021
P -1.12838 -0.41064 -0.82852 -0.106 -0.072 0.027
C -1.54763 -0.72905 -2.55337 0.009 -0.053 -0.014
C -2.61484 -1.56098 -2.88990 -0.108 0.010 0.030
C -2.84236 -1.89526 -4.21602 0.027 0.019 -0.031
C -2.00711 -1.40532 -5.21315 -0.014 -0.009 0.038
C -0.93830 -0.58312 -4.88340 0.002 0.017 0.019
C -0.70299 -0.25202 -3.55649 0.025 -0.053 -0.061
C -2.66977 -0.23357 0.08546 -0.013 0.005 0.117
C -2.68320 -0.53462 1.44690 -0.007 0.027 0.066
C -3.80796 -0.25759 2.20802 -0.010 -0.002 -0.001
C -4.92109 0.32327 1.61307 0.003 -0.009 -0.023
C -4.91355 0.62250 0.25594 -0.018 -0.001 0.021
C -3.79120 0.34587 -0.51104 0.024 0.034 0.054
H -2.54048 3.76615 0.49219 0.015 0.008 -0.011
H -2.28733 5.31047 2.41304 0.037 0.007 -0.008
H 1.52495 6.35398 1.26848 -0.059 -0.020 0.008
H 1.43978 4.88122 -0.71297 0.044 -0.041 -0.027
H 2.69648 2.30686 2.24224 0.006 0.007 -0.034
H 4.58132 3.86694 1.96836 -0.014 -0.011 -0.026
H 5.38376 4.45565 -0.29519 -0.020 -0.017 0.004
H 4.30488 3.47177 -2.29211 -0.008 -0.008 0.036
H 2.42072 1.91150 -2.03244 0.028 0.089 0.106
H -0.91259 2.22582 2.00250 0.014 -0.028 0.002
H -1.45521 1.96731 4.39633 0.031 -0.019 -0.009
H -0.22716 0.32143 5.77488 0.007 -0.001 -0.041
H 1.57465 -1.04899 4.77409 -0.023 0.022 -0.007
H 2.16677 -0.76584 2.40257 -0.028 0.029 0.001
H -3.27588 -1.94559 -2.12055 0.073 0.010 -0.049
H -3.67315 -2.54115 -4.47074 0.033 0.021 0.007
H -2.18691 -1.66941 -6.24792 0.002 0.013 0.043
H -0.28178 -0.20421 -5.65739 -0.034 -0.022 0.037
H 0.15749 0.36076 -3.30766 -0.025 -0.037 0.001
H -1.82132 -1.00784 1.90723 -0.042 0.072 -0.019
H -3.82058 -0.50751 3.26205 0.002 0.018 -0.044
H -5.80254 0.53325 2.20623 0.028 -0.007 -0.019
H -5.78570 1.06680 -0.20839 0.045 -0.023 0.024
H -3.79246 0.57943 -1.56805 0.017 0.014 -0.002
Cl -0.73125 -8.54001 0.32022 -0.006 0.004 -0.004
C -0.33126 -6.88459 0.50378 0.026 -0.046 0.013
C -1.29623 -5.90546 0.29057 -0.046 0.081 -0.021
Cl -2.89579 -6.34639 -0.14397 -0.012 0.004 -0.001
C -0.96359 -4.56159 0.43913 -0.197 -0.149 -0.051
Cl -2.16215 -3.33646 0.28143 0.017 -0.272 -0.089
C 0.32998 -4.17845 0.76973 0.190 0.137 -0.026
O 0.68410 -2.89551 0.91163 0.031 -0.317 0.647
C 1.28455 -5.17150 1.01801 0.066 0.010 0.020
Cl 2.85273 -4.69339 1.51814 0.042 0.017 -0.004
C 0.96065 -6.51461 0.88479 -0.036 -0.051 -0.024
Cl 2.14440 -7.71610 1.18012 0.003 0.004 0.004
F 2.76566 -0.16820 -2.71197 0.072 -0.193 -0.072
C 3.45270 -1.31259 -2.85467 -0.101 0.013 -0.028
F 4.73973 -1.06962 -2.70184 0.028 0.052 0.018
F 3.21876 -1.80428 -4.05816 0.006 0.020 -0.073
S 2.90264 -2.53334 -1.59262 0.273 0.208 0.822
O 1.39269 -2.55529 -1.79841 0.105 0.267 -0.528
O 3.66744 -3.69426 -1.82856 -0.389 -0.261 -0.321
O 3.03198 -1.88853 -0.27213 0.336 0.006 -0.163

***

Entry 3:
75
Properties=species:S:1:pos:R:3:forces:R:3 method="wB97M-V/def2-TZVPD" e_homo_ev=-6.627 total_energy_ev=-105289.3131 multiplicity=1 gap_ev=5.267
La -0.78876 -0.19262 -0.56100 -0.226 -1.261 0.836
O -3.23110 -0.80111 -0.19255 0.544 -0.517 -0.069
C -2.80239 -1.93000 0.19700 1.384 0.304 1.565
O -1.76525 -2.00937 1.00274 -1.255 0.896 -1.828
C -3.27005 -3.21889 -0.35772 0.644 0.533 -2.054
C -4.09224 -4.09035 0.30886 -0.278 -0.223 0.834
C -4.34842 -5.35323 -0.20393 -1.532 -0.243 1.141
C -3.89718 -5.68355 -1.44869 0.440 -0.693 -0.650
C -3.01646 -4.86222 -2.10351 -0.120 1.770 -0.560
C -2.73045 -3.53864 -1.65716 -0.341 -1.949 1.027
S -1.65078 -2.61964 -2.68033 0.438 1.408 0.845
H -4.57951 -3.77146 1.24154 0.492 -0.237 -0.288
H -4.98402 -6.05420 0.36803 0.285 0.545 -0.445
H -4.22385 -6.57274 -1.97916 0.163 -0.230 0.417
H -2.62528 -5.14700 -3.07240 0.007 -0.024 0.006
S -5.20600 6.76394 -0.23171 0.621 -1.171 0.477
N -4.55130 5.94372 1.09047 0.120 -1.473 -3.489
C -4.02424 4.81700 0.48778 -0.101 1.635 0.989
C -3.31662 3.78680 1.21911 0.290 -1.054 -0.860
C -3.28364 3.74597 2.60458 0.220 -0.557 0.018
C -2.60260 2.71090 3.21879 -0.489 0.910 1.651
C -1.93476 1.80502 2.44748 1.390 -2.008 -0.177
N -2.00641 1.73922 1.11087 -0.207 1.079 -0.442
C -2.70291 2.72150 0.47638 -0.172 0.157 0.699
C -2.85802 2.66703 -1.00652 0.383 -0.172 -0.115
N -2.23653 1.69930 -1.71795 -0.475 0.233 0.873
C -2.52795 1.55518 -2.99856 1.148 -1.882 -1.006
C -3.33890 2.39360 -3.74044 -0.776 2.200 -0.227
C -3.79831 3.55775 -3.07867 0.021 -1.843 0.182
C -3.61766 3.61886 -1.68825 0.328 0.467 -0.116
C -4.12756 4.73574 -0.93050 -1.439 1.126 0.350
N -4.82735 5.74571 -1.47505 0.496 0.215 1.643
H -3.80271 4.50230 3.15612 -0.151 0.292 0.269
H -2.55813 2.60452 4.33520 -0.027 0.257 -1.309
H -1.25185 1.06488 2.96478 -1.041 0.717 -0.933
H -2.02533 0.65539 -3.47200 -0.767 1.167 0.404
H -3.56556 2.26966 -4.81988 0.397 -0.211 0.995
H -4.40451 4.33628 -3.52629 0.181 -0.126 -0.258
S 1.09811 1.07096 1.64140 -0.395 -0.098 -0.436
P 2.33307 -0.50255 1.41671 -1.118 -0.131 0.139
S 1.88619 -1.65721 -0.12863 -0.333 -0.032 -0.958
C 3.99251 0.06036 1.32066 0.318 2.001 -0.409
C 4.20421 1.40269 0.94603 -0.290 0.159 -0.574
C 5.50961 1.85065 0.66902 -0.502 0.128 -0.343
C 6.60079 1.00922 0.90374 -1.571 -0.640 0.465
C 6.34404 -0.27635 1.45627 0.384 0.811 -1.122
C 5.05560 -0.78070 1.55528 0.781 -0.291 0.105
C 2.32222 -1.56048 2.86015 1.122 0.276 0.346
C 3.28065 -1.35326 3.89064 -1.271 -1.065 -0.015
C 3.33418 -2.28684 4.91126 0.728 0.625 0.542
C 2.51343 -3.41801 4.92858 1.245 -0.560 0.928
C 1.69728 -3.65058 3.86956 -1.991 0.069 -1.697
C 1.55507 -2.69999 2.82479 -0.149 -0.929 0.590
H 3.29306 2.05637 0.74900 1.480 -0.871 0.375
H 5.61552 2.82892 0.16418 0.159 -0.635 0.539
H 7.58041 1.31408 0.58399 0.336 0.005 0.283
H 7.18334 -0.91162 1.65165 0.301 -0.345 0.102
H 4.87545 -1.83366 1.79362 0.202 0.418 0.052
H 3.99230 -0.54948 3.87198 -0.079 0.322 -0.002
H 4.08787 -2.11713 5.69731 -0.509 -0.275 -0.304
H 2.66625 -4.17686 5.72443 -0.325 0.649 -0.579
H 1.04150 -4.52667 3.75552 0.575 0.227 0.456
H 0.88804 -2.91024 1.96652 0.442 0.187 0.735
N 5.18091 2.35989 -2.68233 -1.096 -0.821 -0.146
C 4.24085 1.69777 -2.83610 1.338 1.427 0.642
C 3.09047 0.91193 -3.11362 -0.517 -0.276 0.025
C 3.25343 -0.08636 -4.07094 0.020 0.549 -0.592
C 2.14986 -0.78645 -4.51093 -0.325 0.000 0.124
C 0.90924 -0.58734 -3.88295 0.423 0.632 0.718
N 0.75633 0.35118 -2.90421 1.132 -0.017 -0.119
C 1.83835 1.12550 -2.54858 -1.047 -1.302 -0.371
H 4.24771 -0.14120 -4.52965 -0.525 -0.425 0.101
H 2.24582 -1.45236 -5.35599 -0.114 -0.254 0.164
H 0.03785 -1.22037 -4.12876 0.463 0.560 0.179
H 1.67311 1.85088 -1.74702 0.112 -0.116 -0.334